# 1
{"formula": "CH5OP", "method": "the ωB97M-V functional and the def2-TZVPD basis", "relative_energy_kcal_mol": 45.4, "total_charge": 0, "homo_lumo_gap_ev": 8.6, "smiles": "O=P.C", "elements": ["P", "O", "C", "H", "H", "H", "H", "H"], "positions_angstrom": [[1.83309, -0.04847, 0.98441], [2.72411, -0.35195, 2.10938], [-1.15907, 0.39529, -0.91865], [-1.49158, 1.45355, -0.79820], [-2.14593, -0.07288, -0.90385], [-0.35917, 0.17432, -1.55088], [-0.55340, -0.04156, 0.10629], [1.15196, -1.50830, 0.97150]], "atomic_forces_ev_per_a": [[-0.9, -2.5, 0.1], [0.8, 0.7, 0.6], [-0.1, 0.0, 5.1], [1.3, -0.5, -0.1], [0.6, -0.9, -0.8], [0.3, -0.2, -2.1], [-2.3, 1.6, -2.2], [0.3, 1.8, -0.6]]}

# 2
{"formula": "CH5OPS", "method": "the ωB97M-V functional and the def2-TZVPD basis", "relative_energy_kcal_mol": 0.0, "total_charge": 0, "homo_lumo_gap_ev": 9.7, "smiles": "C[P@@H](O)=S", "elements": ["S", "P", "O", "C", "H", "H", "H", "H", "H"], "positions_angstrom": [[-1.57831, 1.23374, -1.29038], [-0.42270, 0.66077, 0.19275], [1.00260, 1.39301, 0.45336], [0.07317, -1.11250, -0.03184], [0.02206, -1.00803, -1.13494], [0.98333, -1.29282, 0.41909], [-0.66169, -1.85767, 0.18382], [-0.93601, 0.87604, 1.44933], [1.51756, 1.10747, -0.24119]], "atomic_forces_ev_per_a": [[0.8, -0.2, 0.9], [-1.0, -0.5, -0.6], [-2.2, 0.6, 2.0], [-2.2, 2.2, -1.8], [0.9, -0.7, 0.3], [2.0, -0.6, 0.6], [-0.6, -0.2, 0.5], [-0.3, 0.0, 0.5], [2.6, -0.6, -2.6]]}

# 3
{"formula": "CH5OPS", "method": "the ωB97M-V functional and the def2-TZVPD basis", "relative_energy_kcal_mol": 108.8, "total_charge": 0, "homo_lumo_gap_ev": [8.5, 8.3], "elements": ["S", "P", "O", "C", "H", "H", "H", "H", "H"], "positions_angstrom": [[-1.13197, -0.56427, 0.24950], [0.03315, 0.70810, 1.76363], [-0.91929, -1.98281, 0.58316], [0.66598, 0.18443, -1.71051], [0.18067, -0.34387, 2.71253], [-1.15087, 1.07974, 2.36485], [0.37078, -0.41444, -2.57673], [1.80725, 0.12092, -1.49141], [0.14431, 1.21219, -1.89501]], "atomic_forces_ev_per_a": [[1.4, 0.9, -0.2], [0.2, -0.7, -0.7], [-0.1, -0.4, 0.1], [0.1, 1.6, -0.8], [0.0, 0.0, -0.4], [-0.7, 0.4, 0.4], [0.1, -0.4, 0.5], [-2.4, 0.3, 0.0], [1.4, -1.7, 0.9]]}

# 4
{"formula": "CH5OS", "method": "the ωB97M-V functional and the def2-TZVPD basis", "relative_energy_kcal_mol": 7.4, "total_charge": -1, "homo_lumo_gap_ev": 7.2, "elements": ["S", "O", "C", "H", "H", "H", "H", "H"], "positions_angstrom": [[0.61857, -1.87330, -1.36987], [-0.46345, 0.91256, -0.68414], [-0.40633, 0.95051, 0.69453], [-1.37439, 1.22344, 1.11991], [0.08224, 0.15422, -1.02991], [1.25723, -2.99434, -0.92614], [-0.09291, -0.01371, 1.11899], [0.37905, 1.64062, 1.07663]], "atomic_forces_ev_per_a": [[0.2, -0.8, -0.1], [0.1, 0.0, -1.1], [1.0, -0.4, 0.9], [0.0, 0.1, 0.0], [-0.4, 0.4, 0.7], [-0.2, 0.6, -0.1], [-0.3, -0.1, -0.1], [-0.4, 0.2, -0.2]]}

# 5
{"formula": "CH5P", "method": "the ωB97M-V functional and the def2-TZVPD basis", "relative_energy_kcal_mol": 91.5, "total_charge": 0, "homo_lumo_gap_ev": 8.4, "elements": ["P", "C", "H", "H", "H", "H", "H"], "positions_angstrom": [[0.64273, -1.13035, 0.12439], [-0.48749, 0.26408, -0.03069], [-1.40935, 0.36628, 0.46023], [0.07094, 0.99116, -0.55989], [-0.03777, -2.23011, -0.21221], [0.67521, -1.24360, 1.53107], [-0.99066, -0.42188, -1.91816]], "atomic_forces_ev_per_a": [[2.0, 1.2, 0.4], [0.1, -2.6, -4.1], [-1.0, 0.6, 0.5], [-0.2, 1.5, 0.1], [-1.3, -1.4, 0.1], [-0.2, -0.4, 0.1], [0.6, 1.1, 3.0]]}

# 6
{"formula": "CH5P", "method": "the ωB97M-V functional and the def2-TZVPD basis", "relative_energy_kcal_mol": 67.3, "total_charge": 0, "homo_lumo_gap_ev": [8.2, 8.6], "elements": ["P", "C", "H", "H", "H", "H", "H"], "positions_angstrom": [[1.75256, -0.21387, -0.30628], [-1.12983, 0.08869, -0.25413], [-1.39950, -0.73441, 0.32539], [1.39280, -0.94133, 0.80304], [-0.95977, -0.07261, -1.25251], [-0.91256, 1.00031, 0.26906], [1.25630, 0.87323, 0.41542]], "atomic_forces_ev_per_a": [[-1.0, 0.3, -0.5], [1.4, 0.6, 1.4], [-0.5, -1.2, 0.8], [0.0, -0.9, 0.7], [0.0, 0.1, -2.3], [-0.3, 0.3, -0.3], [0.4, 0.7, 0.1]]}

| no. | electronic energy (hartree) |
| --- | --- |
| 1 | -457.60886 |
| 2 | -855.90046 |
| 3 | -855.72700 |
| 4 | -514.54511 |
| 5 | -382.26768 |
| 6 | -382.30625 |